12
Properties=species:S:1:pos:R:3 method="wB97M-V/def2-TZVPD" homo_ev=-9.937 smiles="O=C[C@H]1ON=CNO1" total_energy_ha=-451.6466 largest_force_ha_per_bohr=0.198 lumo_energy_ev=-0.6
C -0.76 1.33 0.56
C 0.52 0.35 0.96
C -0.41 -1.18 -0.82
H -0.71 1.79 -0.64
H 1.26 0.88 1.67
H 1.13 -0.86 -2.06
H -0.79 -1.69 -1.69
N 0.45 -0.16 -1.28
N -0.70 -1.63 0.36
O -1.51 1.56 1.76
O 1.34 0.48 -0.23
O 0.17 -0.87 1.41

6
Properties=species:S:1:pos:R:3 method="wB97M-V/def2-TZVPD" homo_ev="-8.091 / -9.600" total_energy_ha=-1317.4474 largest_force_ha_per_bohr=0.052 lumo_energy_ev="-0.8 / -1.2"
N -0.26 -0.17 0.93
P -0.37 -1.06 -0.43
Cl 0.29 -0.73 2.40
Cl -0.77 1.55 1.11
H 0.11 0.08 -1.24
H 1.00 0.33 -2.77

9
Properties=species:S:1:pos:R:3 method="wB97M-V/def2-TZVPD" s_squared=2.011 homo_ev="-6.937 / -9.241" total_energy_ha=-418.7321 largest_force_ha_per_bohr=0.208 lumo_energy_ev="-0.8 / -1.2" spin_multiplicity=3
F 1.86 -0.15 0.26
O -0.91 0.63 -0.91
C 0.30 -0.10 0.53
C -0.57 1.12 0.42
C -0.30 -0.62 -0.57
H -1.44 1.21 1.08
H -0.08 2.10 0.34
Pd 0.39 -1.84 -1.38
H 0.76 -2.34 0.22

61
Properties=species:S:1:pos:R:3 method="wB97M-V/def2-TZVPD" s_squared=2.016 homo_ev="-5.120 / -7.066" total_energy_ha=-1437.8056 largest_force_ha_per_bohr=0.043 lumo_energy_ev="0.6 / -0.6" spin_multiplicity=3
C 0.58 2.93 -3.24
C -0.73 2.54 -2.98
C -0.99 1.41 -2.17
C 0.06 0.77 -1.52
C 1.37 1.15 -1.81
C 1.64 2.25 -2.64
C -2.42 0.92 -2.02
C -2.65 -0.54 -1.52
N -1.62 -1.52 -1.87
Pd -0.40 -0.87 -0.20
C 2.49 0.38 -1.17
P 1.84 -1.29 -0.67
H -1.58 3.07 -3.46
H 2.67 2.56 -2.82
H 0.78 3.76 -3.91
H 2.86 0.85 -0.24
H 3.36 0.19 -1.83
H -2.96 1.56 -1.31
H -2.96 0.98 -2.99
H -2.74 -0.59 -0.44
C 3.15 -1.93 0.41
C 2.10 -2.21 -2.22
H -3.62 -0.90 -1.91
C -1.17 -1.38 -3.27
C -2.16 -2.91 -1.70
H 0.20 -1.18 1.45
H -1.97 -1.80 -3.90
H -1.08 -0.35 -3.56
H -0.23 -1.90 -3.50
H -2.50 -3.24 -2.69
H -1.47 -3.69 -1.33
H -3.05 -2.88 -1.06
H 3.16 -2.54 -2.25
H 1.44 -3.09 -2.21
H 1.88 -1.59 -3.10
H 4.01 -2.22 -0.21
H 3.49 -1.17 1.14
H 2.78 -2.82 0.96
H -0.11 -1.98 1.12
C 0.09 -0.33 4.41
N 1.06 -0.34 3.33
C 2.36 -0.75 3.84
C 1.10 0.88 2.53
C -0.29 1.36 2.15
C -0.68 2.56 2.79
C -2.00 3.00 2.74
C -2.91 2.25 2.00
C -2.48 1.09 1.32
C -1.15 0.69 1.27
H 0.17 -1.30 4.93
H -0.95 -0.21 4.06
H 0.30 0.46 5.16
H 2.23 -1.68 4.39
H 3.06 -0.91 3.02
H 2.78 0.01 4.52
H 1.61 1.68 3.11
H 1.74 0.69 1.65
H 0.06 3.11 3.38
H -2.30 3.90 3.28
H -3.96 2.55 1.95
H -3.28 0.55 0.82

40
Properties=species:S:1:pos:R:3 method="wB97M-V/def2-TZVPD" homo_ev=-8.674 smiles="N[C@@H](Cc1c[nH]cn1)C(=O)O.CSCC[C@H](N)C(=O)O" total_energy_ha=-1349.3764 largest_force_ha_per_bohr=0.009 lumo_energy_ev=0.3
C -1.54 1.92 -3.20
C -2.82 2.64 -3.59
C -1.76 1.18 -1.87
C -2.84 0.10 -1.93
C -4.30 -1.90 -0.72
C 1.29 -0.40 3.28
C 1.11 -1.66 4.16
C 1.37 -0.67 1.77
C 2.73 -1.00 1.25
C 3.38 -0.53 0.15
C 4.66 -1.98 1.19
H 0.43 2.38 -2.94
H -0.59 3.58 -2.51
H -1.37 1.18 -3.99
H -0.80 0.72 -1.58
H -2.00 1.91 -1.09
H -3.81 0.54 -2.19
H -2.59 -0.63 -2.71
H -4.50 -2.48 0.18
H -5.21 -1.36 -1.00
H -4.01 -2.58 -1.52
H -3.77 4.21 -3.26
H 2.25 0.73 4.67
H 3.27 -0.08 3.68
H 0.36 0.15 3.46
H 0.66 -1.47 1.51
H 1.03 0.23 1.25
H 3.09 0.20 -0.60
H 5.51 -2.60 1.42
H 5.32 -1.04 -0.57
H 2.67 -2.46 3.34
N -0.43 2.86 -3.20
N 2.40 0.45 3.71
N 3.55 -1.91 1.90
N 4.60 -1.16 0.12
O -3.69 2.19 -4.29
O -2.92 3.84 -2.98
O 0.21 -1.73 4.96
O 2.02 -2.64 4.06
S -2.97 -0.74 -0.33

11
Properties=species:S:1:pos:R:3 method="wB97M-V/def2-TZVPD" homo_ev=-8.953 total_energy_ha=-645.4051 largest_force_ha_per_bohr=0.024 lumo_energy_ev=-0.8
C 0.12 1.58 0.21
C 0.56 0.12 0.12
C -0.54 -0.93 0.25
H -0.53 1.84 1.06
H 1.04 2.17 0.20
H -0.42 1.89 -0.70
H -0.21 -1.92 0.59
H -3.27 0.12 -0.50
N -1.81 -0.89 0.10
O -2.33 0.31 -0.29
S 2.12 -0.31 -0.16

9
Properties=species:S:1:pos:R:3 method="wB97M-V/def2-TZVPD" homo_ev=-9.752 total_energy_ha=-988.7088 largest_force_ha_per_bohr=0.096 lumo_energy_ev=-1.8
N 0.21 -0.22 1.33
N 0.78 -0.28 -1.19
O 0.36 2.09 0.06
P -0.01 0.69 -0.05
Cl -2.90 0.08 -0.06
H 0.04 0.02 2.24
H -0.24 -1.08 1.03
H 0.88 -1.33 -1.15
H 0.88 0.02 -2.20

120
Properties=species:S:1:pos:R:3 method="wB97M-V/def2-TZVPD" homo_ev=-9.777 charge=+1 total_energy_ha=-7013.6718 largest_force_ha_per_bohr=0.033 lumo_energy_ev=-2.3
Cd -0.26 0.08 0.21
C 1.21 3.02 -2.58
C 0.66 3.36 -1.19
C -0.82 3.65 -1.17
C -1.29 4.95 -1.09
C -2.65 5.20 -1.09
C -3.55 4.15 -1.18
C -3.12 2.84 -1.29
C -4.12 1.73 -1.44
C -4.66 1.26 -0.09
C -1.74 2.59 -1.25
N -1.22 1.29 -1.29
C -1.26 0.59 -2.39
C -0.67 -0.68 -2.47
C -0.60 -1.56 -3.57
C 0.11 -2.67 -3.14
C 0.45 -2.43 -1.80
N -0.01 -1.24 -1.40
H 2.27 2.80 -2.51
H 1.08 3.86 -3.25
H 0.71 2.15 -3.00
H 1.19 4.24 -0.82
H 0.88 2.52 -0.51
H -0.58 5.76 -1.03
H -3.01 6.22 -1.03
H -4.61 4.36 -1.18
H -3.67 0.87 -1.93
H -4.95 2.08 -2.05
H -3.87 0.79 0.49
H -5.44 0.52 -0.24
H -5.08 2.09 0.48
H -1.73 1.00 -3.28
H -1.00 -1.39 -4.55
H 0.36 -3.55 -3.70
H 1.02 -3.06 -1.14
C -1.08 -3.48 6.91
C -0.13 -2.60 6.11
C -0.40 -2.72 4.61
C 0.61 -1.96 3.75
N 0.54 -0.54 3.99
C -0.44 0.26 3.52
Se -1.78 -0.23 2.34
N -0.27 1.51 4.02
C -1.13 2.65 3.80
C -1.93 2.99 5.06
C -2.97 1.93 5.41
C -4.17 1.95 4.47
C 0.85 1.51 4.82
C 1.48 2.53 5.52
C 2.63 2.19 6.21
C 3.13 0.89 6.21
C 2.52 -0.12 5.51
C 1.37 0.20 4.80
H -0.90 -3.37 7.97
H -0.95 -4.52 6.64
H -2.11 -3.20 6.71
H 0.90 -2.90 6.32
H -0.25 -1.56 6.42
H -1.40 -2.35 4.38
H -0.37 -3.77 4.32
H 0.42 -2.15 2.69
H 1.63 -2.29 3.98
H -1.80 2.41 2.97
H -0.50 3.50 3.51
H -2.42 3.95 4.89
H -1.24 3.12 5.89
H -3.30 2.11 6.44
H -2.50 0.94 5.39
H -4.58 2.95 4.40
H -4.95 1.29 4.84
H -3.89 1.62 3.47
H 1.10 3.54 5.52
H 3.15 2.96 6.77
H 4.03 0.67 6.77
H 2.92 -1.12 5.52
C -3.57 -3.61 -1.13
S -3.63 -1.83 -1.44
C -3.95 -1.86 -3.22
H -2.76 -4.07 -1.70
H -4.53 -4.05 -1.42
H -3.40 -3.74 -0.07
H -4.87 -2.41 -3.42
H -3.11 -2.33 -3.74
H -4.05 -0.83 -3.55
Cl 7.12 7.18 -1.55
C 6.26 6.40 -0.28
C 5.91 5.07 -0.41
C 5.18 4.46 0.59
C 4.81 5.14 1.75
C 4.03 4.49 2.87
C 4.24 2.95 3.00
N 3.50 2.08 2.11
C 4.03 1.07 1.37
C 2.98 0.39 0.83
N 1.81 0.97 1.23
C 2.17 1.98 2.00
O 2.65 4.82 2.88
C 2.05 5.17 1.64
C 2.13 6.63 1.29
C 2.47 7.10 0.05
Cl 2.93 6.17 -1.32
S 2.38 8.82 -0.07
C 1.89 8.92 1.57
C 1.79 7.70 2.16
C 5.19 6.48 1.86
Cl 4.77 7.40 3.25
C 5.90 7.11 0.85
H 6.19 4.52 -1.29
H 4.88 3.43 0.45
H 4.43 4.90 3.81
H 3.96 2.69 4.03
H 5.31 2.75 2.87
H 5.09 0.91 1.29
H 2.99 -0.46 0.17
H 1.49 2.67 2.46
H 1.00 4.90 1.75
H 2.50 4.59 0.83
H 1.70 9.88 2.00
H 1.50 7.54 3.18
H 6.17 8.15 0.96

15
Properties=species:S:1:pos:R:3 method="wB97M-V/def2-TZVPD" homo_ev=-9.546 smiles="C=CC.C=C" total_energy_ha=-196.4099 largest_force_ha_per_bohr=0.045 lumo_energy_ev=1.1
C 4.13 1.51 0.24
C 3.78 0.31 -0.22
H 5.13 1.90 0.26
H 3.41 2.00 0.90
H 4.23 -0.23 -1.04
H 3.03 -0.33 0.26
C -1.90 0.44 -0.01
C -2.67 -0.83 0.42
C -3.38 -1.58 -0.44
H -0.90 0.36 0.43
H -1.75 0.56 -1.09
H -2.38 1.32 0.41
H -2.87 -0.99 1.46
H -4.22 -2.09 0.01
H -3.39 -1.37 -1.50

19
Properties=species:S:1:pos:R:3 method="wB97M-V/def2-TZVPD" homo_ev=-13.449 charge=+1 total_energy_ha=-323.6123 largest_force_ha_per_bohr=0.012 lumo_energy_ev=-4.2
C -2.86 0.19 -1.92
C -1.96 0.62 -0.78
C -0.02 -0.84 -0.53
N -0.55 0.20 -1.02
H -2.50 0.59 -2.87
H -2.91 -0.89 -1.99
H -3.85 0.58 -1.75
H -1.94 1.70 -0.66
H -2.27 0.18 0.17
H 1.00 -1.10 -0.77
H -0.60 -1.48 0.12
H -0.06 0.73 -1.73
N 2.29 0.79 0.80
C 1.85 0.04 1.87
N 1.49 -1.17 1.76
H 2.80 0.23 0.13
H 2.84 1.60 1.07
H 1.80 0.60 2.81
H 1.29 -1.52 2.70

20
Properties=species:S:1:pos:R:3 method="wB97M-V/def2-TZVPD" s_squared=0.752 homo_ev="-6.418 / -6.492" total_energy_ha=-2201.8835 largest_force_ha_per_bohr=0.079 lumo_energy_ev="0.4 / -0.3" spin_multiplicity=2
O 2.38 1.60 0.49
C 2.68 0.65 -0.37
C 2.24 -0.65 0.31
O 0.87 -0.49 0.66
C -0.04 -1.29 -0.08
C -1.43 -0.80 0.22
O -1.45 0.59 -0.06
C -2.74 1.18 0.01
Zn 0.31 1.57 0.66
H 2.90 0.27 -1.39
H 2.78 -0.83 1.25
H 2.44 -1.51 -0.36
H 0.06 -2.35 0.22
H 0.17 -1.20 -1.16
H -1.70 -0.96 1.28
H -2.16 -1.33 -0.41
H -2.66 2.20 -0.36
H -3.45 0.61 -0.61
H -3.10 1.19 1.05
H 1.90 1.54 -1.37

9
Properties=species:S:1:pos:R:3 method="wB97M-V/def2-TZVPD" homo_ev=-10.068 smiles="O=COP(O)O" total_energy_ha=-682.2394 largest_force_ha_per_bohr=0.096 lumo_energy_ev=0.3
C 2.42 -0.36 0.30
O 3.05 -0.25 1.25
O -1.31 -1.70 -0.26
O -0.94 0.74 -0.19
O 0.85 -0.95 0.56
P -0.17 -0.57 -0.70
H 2.35 -0.33 -0.83
H -1.26 -1.53 0.74
H -1.02 0.66 0.76